Computed, not measured: a 15-piece molecular cluster, C36H111N9O15 overall in a non-equilibrium geometry, with ωB97M-V/def2-TZVPD.

As for the energy above the lowest of the compared OMol25 structures with the same formula, charge and spin: 0.674 eV. The lowest unoccupied orbital energy is 0.24 eV. The HOMO energy is -0.30501 hartree. The calculation puts the electronic energy at -83250.0762 eV. The value obtained for the frontier orbital gap is 8.54 eV.

Geometry as XYZ:
```
171
C36H111N9O15 | the Open Molecules 2025 dataset | ωB97M-V/def2-TZVPD
O -1.87274 0.60614 -2.84807
O -4.98073 -0.06470 1.38879
O 0.27851 -0.21793 -5.11965
O -1.88679 -5.79226 -2.11283
O 6.68217 5.20810 -0.23963
O -1.72265 4.77306 -0.39054
O 1.17072 0.09390 0.75299
O 4.66408 3.97681 5.87452
O -2.24407 -3.38391 2.40336
O 0.76767 0.89850 5.53294
O 2.03283 -4.38890 -4.29442
O -0.93009 -6.58758 3.35050
O -1.60532 1.08170 3.99665
O -3.07385 -3.19680 -5.29421
O 0.83568 5.87010 5.27543
N -6.78332 0.87899 -0.87000
N 0.36286 -2.58409 0.51816
N 0.39790 -5.53930 0.08352
N -3.94161 1.86305 -0.98095
N 0.99146 -2.60307 -6.31169
N 2.48314 5.37755 2.97777
N -1.64782 -6.25634 -6.76774
N 4.09192 5.30706 -1.19710
N 3.55233 0.60165 5.09587
C -7.20451 0.51343 0.47402
C 3.28283 -2.05115 -6.96175
C 0.74344 1.19586 1.53290
C 0.63847 6.71080 4.13790
C 4.36769 2.36745 3.66161
C -0.49838 -6.67387 4.67502
C 3.86969 2.79345 6.13930
C 4.40022 4.56796 0.07561
C -2.17862 3.45108 -0.34062
C 1.11080 5.86744 2.93300
C 0.18274 -2.30173 -1.90577
C 2.38461 -3.05171 -6.22526
C 0.78088 -1.75367 -0.61788
C 0.04637 -6.04218 2.50496
C 0.41006 6.47686 6.48634
C 4.08628 5.23178 6.18392
C -3.60256 3.28253 -0.91291
C 8.00359 4.93012 -0.62831
C -3.64964 -5.19615 -7.58630
C 2.83634 -3.35754 -4.82251
C 3.39100 3.42646 0.21599
C 4.35720 1.82152 5.08885
C -2.51508 -4.49169 -5.40891
C 2.52804 -4.77945 -3.01583
C -2.94927 -2.71548 -3.95953
C -6.29023 -0.53817 1.11975
C -8.61521 -0.11428 0.40928
C -4.67813 4.07724 -0.16957
C -3.96597 -0.92535 0.93539
C -0.32607 4.88730 -0.38290
C 5.85374 4.07347 -0.05748
C -2.32704 -4.93162 -6.86410
C 0.41516 -0.26599 -0.36799
C -0.75423 -7.65347 0.67803
C 0.16956 4.65894 2.85619
C -0.47459 -6.19776 1.06339
H -1.54350 -4.53005 -4.89478
H -5.34979 4.44425 -0.95064
H 4.96870 3.27883 3.60306
H -1.77861 0.16450 4.24952
H 4.76019 5.93021 6.68052
H 0.28868 0.35574 -5.89085
H 3.41576 -5.39649 -3.17399
H 0.69814 0.32588 -1.25007
H -4.22764 4.89345 0.38867
H -6.60280 0.01158 -1.36637
H 0.18374 -4.97698 2.73527
H -1.18000 0.18082 -3.37312
H -1.21096 -5.91769 -1.42617
H 0.54388 3.99218 2.07768
H -4.06029 -1.92260 1.37387
H 4.27692 4.66096 -1.96421
H -0.37373 -5.69315 5.15812
H -0.06865 0.91719 2.20935
H 4.13899 2.52531 7.16206
H 2.46989 -3.97739 -6.80656
H 2.78770 2.94614 6.06648
H 8.02962 4.24275 -1.47780
H 3.56301 2.75715 1.05748
H -0.65941 -6.03855 -6.85165
H -1.23342 -7.16438 5.31498
H 3.33257 -1.01109 -6.64399
H -2.94768 -0.63833 1.20978
H 3.36009 2.81743 -0.69418
H -2.03805 -4.24606 2.78785
H 3.08733 6.15981 3.20717
H 3.76633 5.53245 5.18532
H 2.38779 3.85287 0.25452
H -0.90089 -2.14166 -2.00301
H -6.73723 -0.90695 2.04867
H -4.29969 -5.77102 -6.91833
H 0.55662 -2.72923 -7.21510
H -9.22408 0.56540 -0.18329
H 1.06908 6.55884 2.08231
H 1.75264 -5.27716 -2.43786
H -2.80323 -3.58650 1.64498
H -0.39527 7.04478 3.99967
H 0.40684 -3.08647 -5.63431
H -3.04531 -5.27375 -4.85230
H -0.66892 -0.10547 -0.29116
H 4.91668 1.64857 3.05042
H 0.75105 -2.01384 1.27676
H -0.05438 5.92877 -0.54863
H 2.54979 0.75098 5.21740
H 3.34582 2.56780 3.33782
H -1.52885 -8.10565 1.29505
H 6.10919 3.64918 0.92672
H 0.12452 -8.30126 0.70949
H -0.86662 4.95192 2.69582
H 1.38160 -5.67952 0.30258
H 1.58927 1.43583 2.17580
H 0.14204 4.38448 -1.24272
H 4.30917 -2.42574 -6.96379
H -1.63235 -4.29769 -7.41920
H 0.99927 -6.58331 2.58622
H -0.13636 0.87491 5.18060
H 0.44324 2.01544 0.87712
H 4.24929 5.26519 0.89852
H 1.86746 -1.74495 -0.72948
H -3.60230 -5.75917 -8.51808
H -2.31480 1.30107 3.38166
H 5.41924 1.64970 5.30593
H -1.49325 -5.79893 1.08571
H -7.34911 1.40785 1.08294
H -2.42453 1.05437 -3.49960
H -1.53483 2.77126 -0.91346
H -3.91847 -1.03271 -0.15405
H 2.91290 -2.09144 -7.98855
H 4.93372 5.88589 -1.22850
H 0.57976 -1.10431 -5.46181
H -6.32495 -1.38717 0.42851
H -2.20703 3.06581 0.69192
H 0.48144 5.79487 7.33171
H 2.37739 4.75103 3.77542
H 5.97006 3.21300 -0.72222
H 0.98830 7.37920 6.69589
H -3.90658 -2.40300 -3.54128
H -0.65176 6.72955 6.41438
H 0.22977 4.09580 3.78830
H -3.26501 1.37892 -1.56554
H -2.21810 -1.91470 -3.85280
H -8.69056 -1.10521 -0.04817
H -1.43174 -5.98849 -2.93879
H 8.53723 5.83390 -0.92221
H 0.50899 -1.87772 -2.85828
H 0.35008 -4.51497 0.15008
H -5.37460 3.43998 0.37746
H -3.60045 3.60464 -1.95725
H -0.62904 -2.37250 0.64729
H 0.66413 1.11450 6.46681
H 0.45706 -7.19803 4.78482
H 0.24156 -3.39144 -1.92036
H 1.21981 7.62776 4.30215
H -2.62877 -3.52388 -3.29479
H -3.84249 1.39004 -0.08631
H 3.77516 0.10792 4.24486
H 8.60804 4.52444 0.18980
H -1.12901 -7.62342 -0.34466
H 2.71965 -2.46512 -4.19249
H 3.88806 -3.65891 -4.88561
H -4.27196 -4.31399 -7.75447
H 3.19203 5.24812 6.81594
H -1.86648 -6.81194 -7.58543
H 0.15555 4.45235 0.49708
H -8.98371 -0.27344 1.42527
H 2.83850 -3.90872 -2.42913
H -5.89559 1.39438 -0.81170
```

These are the Mulliken partial charges, in e, on atoms 1 to 99: -0.6378 -0.2208 -0.5834 -0.6668 -0.3281 -0.4517 -0.5081 -0.3857 -0.5957 -0.5805 -0.2678 -0.3445 -0.6736 -0.4634 -0.0222 -0.6278 -0.5623 -0.2001 -0.2542 -0.4621 -0.0548 -0.6816 -0.8214 -0.6873 0.5847 -1.5619 0.0452 -1.1551 -0.9275 -0.7887 -0.6274 0.7707 -0.1727 0.4696 -0.9850 0.5285 0.6928 -0.7460 -1.0081 -0.3808 0.3486 -0.7771 -1.4470 -0.6983 -1.0848 0.3311 -0.0150 -0.7848 -0.4908 -0.9603 -1.6530 -1.4382 -0.7174 -0.5346 -0.7606 0.6497 -0.6401 -1.5675 -0.8633 0.5636 -0.2382 0.3370 0.3869 0.2723 0.3755 0.2238 0.4112 0.4859 0.3715 0.2976 0.3912 0.1617 0.2010 -0.8689 0.4348 0.2972 0.2952 0.3745 0.4050 0.2734 0.2094 0.3247 0.0605 0.2302 0.2808 0.2985 0.0967 0.5624 0.2434 0.3174 0.0221 0.1006 -0.0996 0.2745 0.3674 0.2472 0.4179 0.5758 0.0901